A cluster of 14 separate species, H27O14 in total at a distorted geometry. Source: the Open Molecules 2025 dataset; level of theory: ωB97M-V/def2-TZVPD.

LUMO   2.61 eV
Relative energy (zero: lowest compared OMol25 entry of this formula, charge and spin)   48.0 kcal/mol
Molar mass   251.20 g mol⁻¹
Charge   -1
Energy   -29105.587 eV

Each line ends with the Löwdin charge.
Positions of all 41 atoms, in Å:
O1 1.63209 2.92429 -1.88830  -0.06
H1 0.77166 3.28141 -1.61850  0.02
O2 -1.48437 1.35646 -0.21055  -0.05
H2 -1.78601 0.88541 0.58073  0.00
H3 -1.62150 0.65960 -0.88092  0.00
O3 0.53061 -1.98117 0.76215  -0.10
H4 0.56423 0.35377 -0.58204  0.02
H5 0.42617 -2.26152 -0.20181  0.03
O4 -0.26488 -2.69143 -1.56173  -0.09
H6 -1.27096 -2.69008 -1.51568  0.01
H7 -0.07217 -1.92709 -2.11618  0.04
O5 4.06324 1.17563 -0.62028  -0.09
H8 -2.27775 -0.72736 -1.92545  -0.02
H9 3.34811 0.50417 -0.78499  0.01
O6 -1.14924 2.52778 2.84433  -0.11
H10 -0.99569 1.53675 2.89844  -0.01
H11 -1.89865 2.60269 2.24150  0.02
O7 -3.28463 -0.46736 1.12825  -0.09
H12 -3.21356 -0.88445 0.23552  -0.01
H13 -3.26667 -1.23540 1.70726  0.04
O8 1.52993 0.28853 -0.52673  -0.07
H14 1.54142 -0.55707 -0.03532  0.03
H15 3.71950 1.69720 -1.36256  0.03
O9 -2.61258 -1.94899 -1.10407  -0.36
H16 -3.41292 -2.37705 -1.41883  -0.01
H17 -0.20985 -1.50029 1.14308  0.04
O10 0.38475 -3.95798 2.33630  -0.13
H18 0.96023 -4.68321 2.01973  0.03
H19 0.23416 -3.34409 1.55488  -0.01
O11 4.57855 -1.75128 -0.61726  -0.06
H20 3.96315 -1.34116 0.00187  0.02
H21 4.98975 -0.95308 -0.98211  0.02
O12 -1.93957 -0.09771 -2.68286  -0.13
H22 -1.09062 0.13856 -2.29226  -0.02
H23 1.86271 2.49820 -1.05139  0.01
O13 -0.05068 0.21943 2.77882  -0.02
H24 -0.00480 0.44716 1.84785  0.03
H25 0.75372 0.22677 3.29750  0.09
O14 -1.30179 4.99607 -0.73602  -0.06
H26 -1.31636 4.04404 -0.89690  0.01
H27 -1.32875 5.01383 0.23452  0.04


A structure of composition C4H17CuNO4 at a distorted geometry. Source: the Open Molecules 2025 dataset; level of theory: ωB97M-V/def2-TZVPD.

LUMO (alpha / beta)   -7.66 / -11.62 eV
Molar mass   206.73 g mol⁻¹
Multiplicity   2
Charge   +2
Energy   -58725.369 eV

Each line ends with the Löwdin charge.
Positions of all 27 atoms, in Å:
Cu1 0.19323 0.93175 -0.74834  0.93
C1 -2.20861 -1.41593 1.89757  -0.03
C2 -1.13474 -0.67193 1.18870  -0.43
C3 -0.01489 -1.62724 0.94297  -0.20
O1 0.99846 -0.93570 0.28080  -0.23
C4 2.38948 -1.45565 0.50152  0.03
N1 -1.77996 -0.09107 -0.00778  0.12
H1 -2.42513 -2.36216 1.40172  0.11
H2 -3.12605 -0.82737 1.89955  0.10
H3 -2.02737 -1.56886 2.96145  0.12
H4 -0.69018 0.18916 1.68770  0.16
H5 -0.46969 -2.43113 0.36416  0.15
H6 0.21156 -1.96109 1.95558  0.16
H7 2.74440 -0.83433 1.32376  0.11
H8 2.99105 -1.15104 -0.35488  0.08
H9 2.68282 -2.50440 0.54825  0.12
H10 -2.69155 0.29604 0.19032  0.12
H11 -1.95719 -0.83592 -0.66649  0.12
O2 1.70010 0.40369 -2.53429  -0.01
H12 1.20664 0.54456 -3.34230  0.07
H13 2.51901 -0.00083 -2.82064  0.09
O3 1.25234 3.03277 0.14278  -0.02
H14 0.84543 3.87631 0.34049  0.08
H15 2.10079 3.25903 -0.23824  0.07
O4 -0.93785 2.70439 -1.95109  0.00
H16 -0.57563 3.07066 -2.75786  0.09
H17 -1.79647 2.36624 -2.20538  0.08


A cluster of 2 separate species, C4H3ClO2 in total at a distorted geometry. Source: the Open Molecules 2025 dataset; level of theory: ωB97M-V/def2-TZVPD.

LUMO (alpha / beta)   -3.44 / -2.92 eV
Relative energy (zero: lowest compared OMol25 entry of this formula, charge and spin)   119.0 kcal/mol
Molar mass   118.52 g mol⁻¹
Charge   0
Energy   -20808.257 eV

Each line ends with the Löwdin charge.
Positions of all 10 atoms, in Å:
C1 -0.52174 -0.13674 -0.03382  0.03
C2 -0.87422 1.19257 0.02362  -0.05
C3 0.89428 -0.16459 -0.09991  -0.31
C4 1.22420 1.20689 -0.36139  0.10
O1 0.21173 1.97009 -0.05882  0.05
O2 1.72930 -1.14499 -0.25745  0.09
Cl1 4.23068 0.15582 0.08127  -0.03
H1 -1.26253 -0.80625 0.31538  0.11
H2 -1.82446 1.45683 0.36172  0.12
H3 2.59790 -0.75354 -0.39155  -0.12


A structure of composition C32H66As3PY at a distorted geometry. Source: the Open Molecules 2025 dataset; level of theory: ωB97M-V/def2-TZVPD.

LUMO (alpha / beta)   -2.63 / -2.63 eV
Relative energy (zero: lowest compared OMol25 entry of this formula, charge and spin)   66.3 kcal/mol
Molar mass   795.53 g mol⁻¹
Charge   +1
Energy   -227092.953 eV

Each line ends with the Löwdin charge.
Positions of all 103 atoms, in Å:
Y1 -1.55846 0.09867 -0.12940  1.23
C1 -4.54337 -1.73465 -2.96652  -0.07
C2 -4.62526 -0.22102 -2.78023  -0.37
C3 -5.21762 0.07510 -1.39302  -0.06
C4 -3.29969 0.48971 -2.99016  -0.23
C5 -2.14679 -0.16527 -3.42378  -0.08
C6 -0.96316 0.53318 -3.66018  -0.08
C7 -0.89199 1.90874 -3.47389  -0.29
C8 0.36395 2.67420 -3.78441  -0.03
C9 -2.04101 2.57038 -3.04059  -0.05
C10 -3.21625 1.87583 -2.80594  -0.06
H1 -5.52181 -2.17732 -2.78533  0.09
H2 -3.84326 -2.17227 -2.24930  0.07
H3 -4.23418 -2.00500 -3.97660  0.08
H4 -5.31108 0.17731 -3.53564  0.15
H5 -4.72600 -0.53978 -0.63105  0.04
H6 -6.27919 -0.16990 -1.38231  0.09
H7 -5.11439 1.12329 -1.11298  0.06
H8 -2.15715 -1.23224 -3.60489  0.09
H9 -0.09495 -0.00081 -4.02894  0.10
H10 0.26250 3.18106 -4.74557  0.09
H11 1.22263 2.00711 -3.84502  0.08
H12 0.55794 3.43453 -3.02765  0.07
H13 -2.02151 3.64782 -2.92317  0.12
H14 -4.09920 2.42757 -2.50776  0.11
C11 -0.71571 -3.44639 -1.69168  -0.31
As1 0.71772 -2.10070 -1.70363  1.06
C12 1.35265 -2.55913 -3.51286  -0.30
C13 1.93690 -3.22247 -0.61739  -0.35
C14 3.21842 -2.57737 -0.06832  -0.67
C15 3.92490 -1.81975 -1.19429  -0.08
C16 2.89893 -1.68132 1.13687  -0.35
As2 1.82352 -0.02958 0.96567  1.06
C17 3.11145 1.15175 0.06214  -0.30
C18 2.26218 0.56116 2.79806  -0.30
C19 4.12241 -3.71597 0.44519  -0.37
As3 5.98927 -3.53676 1.17051  1.15
C20 6.21035 -1.69386 1.85558  -0.36
C21 6.98493 -3.23328 -0.50224  -0.35
H15 -0.31578 -4.40378 -2.02728  0.04
H16 -1.53296 -3.16189 -2.35485  0.00
H17 -1.11418 -3.56772 -0.68455  0.00
H18 1.79012 -3.55654 -3.52262  0.03
H19 2.09176 -1.84417 -3.87125  0.02
H20 0.50080 -2.55003 -4.19363  0.02
H21 2.19788 -4.07154 -1.25438  0.08
H22 1.33869 -3.61330 0.21130  0.08
H23 3.25917 -1.07136 -1.63163  0.04
H24 4.22123 -2.51737 -1.98017  0.10
H25 4.81858 -1.31499 -0.82992  0.06
H26 3.83047 -1.36577 1.60208  0.04
H27 2.35866 -2.28475 1.87443  0.08
H28 4.13162 0.85064 0.29602  0.03
H29 2.95708 2.17144 0.41442  0.01
H30 2.96721 1.13874 -1.01701  0.01
H31 3.29920 0.89434 2.84029  0.03
H32 2.12831 -0.26327 3.49805  0.03
H33 1.62150 1.38248 3.11885  0.00
H34 4.26977 -4.44428 -0.35958  0.07
H35 3.58141 -4.25074 1.23204  0.06
H36 5.68647 -1.55541 2.80068  0.01
H37 5.91288 -0.91923 1.14819  0.00
H38 7.27607 -1.57420 2.05328  0.02
H39 6.73072 -3.99699 -1.23674  0.02
H40 8.04964 -3.32126 -0.28793  0.02
H41 6.80671 -2.24992 -0.93478  0.01
C22 -3.17213 -2.54525 3.54735  -0.09
C23 -2.16437 -1.76646 2.66251  -0.80
C24 -1.09444 -2.75196 2.17692  -0.11
C25 -1.50037 -0.68503 3.52432  -0.09
C26 -3.00480 -1.24792 1.51186  -0.22
H42 -2.64732 -3.00257 4.39174  0.08
H43 -3.65232 -3.33345 2.96837  0.08
H44 -3.94080 -1.87716 3.93484  0.08
H45 -0.55937 -3.18705 3.02454  0.09
H46 -0.37065 -2.24258 1.52504  0.01
H47 -1.56287 -3.56407 1.61972  0.07
H48 -1.03683 -1.14027 4.40234  0.08
H49 -2.22773 0.04683 3.88004  0.07
H50 -0.71273 -0.16356 2.96188  0.03
H51 -3.68216 -0.47971 1.93305  -0.04
C27 0.77367 5.07668 2.42393  -0.14
C28 0.66185 3.99897 1.34924  -0.42
P1 -1.03369 3.35917 0.93650  0.92
C29 -1.85248 3.44962 2.59818  -0.41
C30 -3.18952 2.70739 2.64909  -0.16
C31 -1.72114 4.85277 0.08568  -0.41
C32 -3.18934 4.71253 -0.31663  -0.15
H52 1.81953 5.36228 2.53633  0.08
H53 0.42401 4.71915 3.39056  0.07
H54 0.21048 5.97186 2.16191  0.07
H55 1.25090 3.12696 1.64704  0.02
H56 1.08191 4.36650 0.40860  0.08
H57 -1.98914 4.49566 2.87733  0.09
H58 -1.16547 2.98722 3.31196  0.07
H59 -3.94601 3.19894 2.03951  0.06
H60 -3.55771 2.66752 3.67419  0.08
H61 -3.07959 1.68238 2.28426  0.01
H62 -1.11098 4.98795 -0.81231  0.07
H63 -1.57777 5.73076 0.71752  0.08
H64 -3.37936 3.73438 -0.76376  0.03
H65 -3.45284 5.47805 -1.04656  0.08
H66 -3.85007 4.83170 0.54040  0.07